(1)
Formula: C38H66O27S3
Source: the Open Molecules 2025 dataset
Level of theory: the ωB97M-V functional and the def2-TZVPD basis

```
! wB97M-V def2-TZVPD RIJCOSX def2/J DEFGRID3
* xyz 0 1
C -0.43 -3.78 3.99
C 0.63 -3.30 2.87
C 0.00 -3.24 1.43
O -0.39 -1.86 1.38
C 0.36 -1.11 2.29
O 0.35 0.09 2.43
O 1.09 -1.99 3.05
H -0.07 -3.92 5.02
H -0.69 -4.83 3.91
H -1.22 -3.04 4.03
H 1.39 -4.07 2.72
H -0.92 -3.82 1.39
H 0.70 -3.26 0.60
C -3.92 -2.65 0.06
C -4.68 -3.93 -0.45
C -5.63 -3.80 -1.72
O -5.17 -4.90 -2.57
C -4.05 -5.49 -2.10
O -3.38 -6.41 -2.65
O -3.79 -5.05 -0.85
H -3.06 -2.32 -0.52
H -3.67 -2.92 1.08
H -4.48 -1.74 0.28
H -5.38 -4.26 0.31
H -5.56 -2.87 -2.28
H -6.65 -4.00 -1.39
C -3.13 0.12 -0.89
C -2.69 1.46 -0.31
C -3.66 2.49 -0.70
O -4.06 3.01 0.53
C -3.47 2.33 1.58
O -3.62 2.65 2.81
O -2.73 1.36 1.07
H -4.07 0.00 -0.36
H -2.45 -0.65 -0.53
H -3.47 -0.02 -1.92
H -1.62 1.51 -0.52
H -4.49 2.00 -1.22
H -3.33 3.31 -1.35
C 3.10 -2.61 -2.81
C 2.19 -1.43 -3.40
C 2.22 -0.90 -4.84
O 0.83 -0.72 -5.14
C 0.12 -1.52 -4.38
O -1.10 -1.53 -4.39
O 0.96 -2.17 -3.55
H 2.90 -2.74 -1.75
H 4.11 -2.24 -2.98
H 2.95 -3.58 -3.28
H 2.25 -0.63 -2.66
H 2.71 -1.60 -5.51
H 2.72 0.06 -4.98
C 2.99 -0.07 1.83
C 3.51 -0.38 3.33
C 3.56 0.86 4.36
O 2.38 0.64 5.00
C 1.95 -0.60 4.87
O 1.18 -1.10 5.63
O 2.72 -1.28 3.96
H 1.98 0.30 1.67
H 3.08 -0.93 1.16
H 3.69 0.68 1.47
H 4.56 -0.63 3.17
H 3.70 1.80 3.82
H 4.39 0.79 5.07
C 0.44 1.14 0.29
C 0.74 -0.07 -0.67
C 1.23 -1.49 -0.19
O 0.29 -2.37 -0.63
C -0.85 -1.71 -0.96
O -1.86 -2.30 -1.31
O -0.63 -0.41 -0.87
H 0.37 2.10 -0.21
H 1.21 1.41 1.00
H -0.47 1.06 0.89
H 1.28 0.31 -1.54
H 1.47 -1.45 0.88
H 2.21 -1.47 -0.67
C -1.77 3.13 4.88
C -1.35 3.78 3.58
C -0.19 4.77 3.58
O 0.64 4.29 2.59
C 0.32 3.04 2.29
O 1.05 2.24 1.78
O -0.89 2.73 2.77
H -0.89 3.03 5.52
H -2.23 2.16 4.74
H -2.60 3.64 5.36
H -2.16 4.28 3.06
H 0.20 4.80 4.60
H -0.60 5.72 3.26
C 1.22 4.13 -0.17
C 0.17 5.16 0.27
C -0.60 5.69 -0.90
O -1.94 5.64 -0.46
C -2.00 4.99 0.65
O -3.02 4.87 1.26
O -0.77 4.55 1.10
H 1.83 4.21 0.73
H 1.69 4.40 -1.12
H 0.79 3.12 -0.24
H 0.76 5.98 0.68
H -0.48 5.18 -1.86
H -0.35 6.75 -0.92
C 1.19 2.21 -4.59
S 1.13 1.79 -2.81
O 1.00 3.03 -1.94
C -0.58 1.04 -2.91
H 0.26 2.67 -4.91
H 1.32 1.31 -5.19
H 2.08 2.83 -4.70
H -1.29 1.87 -2.95
H -0.92 0.39 -2.11
H -0.67 0.37 -3.76
C 1.16 -4.23 -1.50
S 0.13 -5.55 -2.27
O 0.21 -6.81 -1.40
C -1.50 -4.73 -1.85
H 2.22 -4.49 -1.45
H 0.87 -4.01 -0.47
H 1.14 -3.26 -2.00
H -1.53 -5.04 -0.80
H -2.33 -5.21 -2.37
H -1.42 -3.64 -1.89
C 5.33 0.68 -0.28
S 3.96 0.73 -1.48
O 3.12 -0.43 -1.10
C 3.01 2.19 -1.13
H 4.98 0.70 0.75
H 6.02 1.52 -0.43
H 5.91 -0.19 -0.57
H 2.05 2.26 -1.65
H 3.67 3.02 -1.37
H 2.95 2.33 -0.06
*
```

relative energy (zero: lowest compared OMol25 entry of this formula, charge and spin): 29.863 eV

(2)
Formula: C38H67ClN2O12S
Source: the Open Molecules 2025 dataset
Level of theory: the ωB97M-V functional and the def2-TZVPD basis

```
! wB97M-V def2-TZVPD RIJCOSX def2/J DEFGRID3
* xyz 0 1
C 1.04 2.46 3.72
C 1.41 1.06 3.07
C 2.74 1.27 2.28
C 3.14 0.05 1.40
C 2.50 0.07 -0.04
C 3.58 -0.08 -1.16
C 3.62 1.12 -2.15
C 3.79 2.51 -1.42
C 2.46 3.34 -1.55
C 2.20 4.29 -0.33
C 0.80 4.00 0.29
C -0.38 4.47 -0.61
C -1.71 4.10 0.15
C -2.93 4.02 -0.84
C -4.20 4.67 -0.23
C -4.82 3.88 0.96
C -5.60 2.63 0.56
C -6.91 2.65 -0.08
C -7.62 1.52 -0.40
C -7.10 0.21 -0.12
N -7.62 -1.01 -0.32
S -6.50 -2.05 0.23
N -5.31 -1.07 0.73
C -5.77 0.19 0.50
C -5.04 1.39 0.84
Cl -3.48 1.16 1.61
H 1.44 3.27 3.09
H -0.06 2.55 3.79
H 1.49 2.50 4.74
H 1.59 0.30 3.85
H 0.57 0.77 2.41
H 2.73 2.18 1.66
H 3.53 1.39 3.06
H 4.25 0.07 1.32
H 2.91 -0.91 1.91
H 1.93 1.01 -0.15
H 1.75 -0.75 -0.11
H 4.60 -0.20 -0.74
H 3.39 -1.01 -1.74
H 2.70 1.15 -2.78
H 4.48 1.03 -2.85
H 3.93 2.32 -0.34
H 4.66 3.08 -1.82
H 1.64 2.60 -1.60
H 2.47 3.94 -2.47
H 2.98 4.08 0.43
H 2.28 5.37 -0.58
H 0.66 4.48 1.28
H 0.69 2.90 0.43
H -0.34 3.88 -1.55
H -0.40 5.56 -0.78
H -1.56 3.12 0.64
H -1.89 4.88 0.92
H -2.64 4.67 -1.70
H -3.07 3.01 -1.25
H -4.94 4.91 -1.03
H -3.89 5.65 0.17
H -5.52 4.57 1.47
H -4.05 3.63 1.71
H -7.39 3.61 -0.31
H -8.62 1.57 -0.86
C 3.48 -5.84 5.78
C 4.74 -5.08 5.39
O 5.10 -5.35 4.03
C 4.39 -4.69 3.11
O 3.50 -3.90 3.33
O 4.82 -5.07 1.90
C 4.09 -4.50 0.82
H 3.59 -6.90 5.56
H 3.27 -5.72 6.84
H 2.62 -5.49 5.21
H 5.57 -5.43 6.00
H 4.63 -4.01 5.56
H 4.04 -3.42 0.90
H 3.08 -4.93 0.79
H 4.60 -4.76 -0.11
C -6.41 -0.97 -3.36
C -5.09 -0.31 -3.72
O -4.73 -0.57 -5.08
C -5.36 0.15 -6.00
O -6.19 1.00 -5.79
O -4.94 -0.24 -7.21
C -5.61 0.40 -8.29
H -6.37 -2.04 -3.59
H -6.62 -0.84 -2.30
H -7.23 -0.55 -3.94
H -4.29 -0.72 -3.10
H -5.12 0.77 -3.54
H -5.58 1.49 -8.19
H -6.64 0.06 -8.35
H -5.09 0.12 -9.21
C 6.73 -12.68 7.81
C 5.29 -12.23 7.68
O 5.21 -10.83 7.37
C 5.44 -10.52 6.09
O 5.69 -11.29 5.20
O 5.36 -9.19 5.97
C 5.67 -8.70 4.67
H 7.27 -12.05 8.52
H 6.79 -13.72 8.14
H 7.25 -12.60 6.85
H 4.78 -12.36 8.64
H 4.75 -12.82 6.94
H 5.08 -9.20 3.90
H 6.73 -8.82 4.47
H 5.43 -7.64 4.64
C -3.55 5.26 -5.76
C -2.04 5.10 -5.76
O -1.41 6.17 -6.49
C -1.31 7.32 -5.84
O -1.67 7.54 -4.71
O -0.74 8.21 -6.66
C -0.64 9.53 -6.11
H -3.92 5.37 -6.77
H -4.02 4.40 -5.28
H -3.84 6.16 -5.21
H -1.77 4.18 -6.28
H -1.63 5.04 -4.75
H -0.15 9.52 -5.14
H -1.64 9.97 -6.04
H -0.05 10.12 -6.80
*
```

So what do the calculations give for LUMO? Going down the list: -0.26 -0.83 eV.
So what do the calculations give for electronic energy? Going down the list: -128234.7028 -91401.0459 eV.